Version w
{
  "formula": "C7H10O",
  "method": "wB97M-V/def2-TZVPD",
  "elements": ["C", "C", "C", "C", "O", "C", "C", "C", "H", "H", "H", "H", "H", "H", "H", "H", "H", "H"],
  "positions_angstrom": [[1.539, -0.661, 0.258], [1.243, 0.303, -1.019], [-0.283, -0.073, -1.282], [-1.673, 0.274, -0.317], [-1.606, 1.213, 0.637], [-0.786, 0.623, 1.707], [0.342, 0.008, 0.834], [-0.849, -0.836, -0.023], [2.667, -0.418, 0.418], [1.485, -1.737, 0.236], [2.161, -0.071, -1.898], [1.376, 1.505, -0.776], [-0.359, -0.482, -2.393], [-2.578, 0.289, -1.075], [-1.216, -0.457, 1.999], [-0.572, 1.494, 2.478], [0.141, 0.937, 0.150], [-1.031, -1.910, 0.064]],
  "mulliken_charge": [-0.546, -0.569, -0.424, -0.029, -0.390, -0.280, -0.298, -0.567, 0.304, 0.282, 0.332, 0.264, 0.252, 0.324, 0.255, 0.288, 0.367, 0.435],
  "e_lumo_ev": 0.98,
  "multiplicity": 1,
  "charge": 0
}



Version x
{
  "formula": "C7H10O",
  "method": "wB97M-V/def2-TZVPD",
  "elements": ["C", "C", "C", "C", "C", "C", "C", "H", "H", "H", "H", "H", "H", "H", "H", "H", "H", "O"],
  "positions_angstrom": [[-0.170, 0.181, 2.204], [0.354, -0.908, 1.252], [0.089, 0.021, -0.006], [-0.038, 1.073, 1.039], [0.712, -0.097, -2.180], [-0.773, -0.226, -2.186], [-1.089, -0.142, -0.939], [-1.156, 0.250, 2.739], [0.551, 0.388, 3.089], [-0.032, -1.977, 1.325], [1.438, -1.213, 1.284], [0.934, 1.623, 1.120], [-0.668, 1.899, 0.720], [1.081, 0.826, -2.829], [1.282, -1.050, -2.438], [-1.550, -0.461, -2.954], [-2.074, -0.410, -0.297], [1.109, 0.222, -0.943]],
  "mulliken_charge": [-0.320, -0.953, 1.303, -0.981, -0.382, -0.299, -0.491, 0.252, 0.217, 0.252, 0.283, 0.209, 0.411, 0.188, 0.207, 0.348, 0.200, -0.443],
  "e_lumo_ev": 1.02,
  "multiplicity": 1,
  "charge": 0
}



Version y
{
  "formula": "C7H10O",
  "method": "wB97M-V/def2-TZVPD",
  "elements": ["C", "C", "C", "C", "O", "C", "C", "C", "H", "H", "H", "H", "H", "H", "H", "H", "H", "H"],
  "positions_angstrom": [[0.587, -0.982, 0.874], [0.984, -0.887, -0.463], [2.048, 0.184, -0.897], [0.542, 0.450, -1.256], [-0.286, 1.191, -0.407], [-1.327, 0.326, -0.114], [-1.678, 0.489, 1.448], [-0.930, -0.785, 0.808], [1.033, -2.105, 0.992], [0.966, -0.418, 1.672], [0.918, -1.746, -1.235], [2.592, 0.912, -0.079], [2.425, -0.131, -1.885], [0.432, 0.732, -2.400], [-2.201, 0.268, -0.905], [-2.730, 0.692, 1.730], [-0.939, 1.250, 1.965], [-1.562, -1.755, 0.999]],
  "mulliken_charge": [-0.807, 0.091, -0.757, -0.143, -0.366, 0.092, -0.868, -0.041, 0.245, 0.340, 0.245, 0.235, 0.316, 0.295, 0.321, 0.302, 0.212, 0.289],
  "e_lumo_ev": 1.10,
  "multiplicity": 1,
  "charge": 0
}



Quick ranking, most stable first: version x, version y, version w.



Version w
{
  "formula": "C35H46Cl2FeGe2N3O2S3",
  "method": "wB97M-V/def2-TZVPD",
  "elements": ["Fe", "Cl", "C", "C", "C", "C", "C", "Cl", "C", "S", "H", "H", "H", "C", "C", "Ge", "C", "C", "C", "C", "Ge", "C", "C", "C", "C", "C", "C", "C", "C", "C", "C", "H", "H", "H", "H", "H", "H", "H", "H", "H", "H", "H", "H", "H", "H", "H", "H", "H", "H", "H", "H", "H", "H", "H", "H", "H", "H", "C", "C", "N", "C", "C", "S", "C", "C", "S", "C", "N", "C", "H", "H", "H", "H", "H", "H", "H", "H", "O", "C", "O", "C", "N", "C", "C", "C", "H", "H", "H", "H", "H", "H", "H", "H", "H"],
  "positions_angstrom": [[-0.108, -1.525, 0.914], [-0.182, 0.668, 2.362], [-1.892, 1.020, 2.475], [-2.348, 1.632, 3.625], [-3.706, 1.891, 3.740], [-4.572, 1.518, 2.729], [-4.084, 0.903, 1.584], [-5.222, 0.452, 0.369], [-2.719, 0.655, 1.413], [-2.076, -0.125, -0.047], [-1.656, 1.902, 4.411], [-4.089, 2.378, 4.627], [-5.635, 1.695, 2.816], [3.814, 1.961, -1.612], [3.330, 1.096, -0.444], [1.590, 0.225, -0.721], [2.143, -1.665, -1.173], [2.798, -1.631, -2.560], [0.829, 0.994, -2.331], [-0.326, 1.569, -2.679], [-1.944, 1.705, -1.578], [-1.903, 3.179, -0.312], [-1.826, 4.590, -0.902], [-3.587, 1.318, -2.567], [-3.563, 1.303, -4.099], [-0.441, 2.231, -4.019], [0.288, 1.770, -5.116], [0.248, 2.435, -6.330], [-0.526, 3.580, -6.476], [-1.278, 4.036, -5.405], [-1.239, 3.357, -4.195], [4.775, 2.417, -1.372], [3.115, 2.769, -1.832], [3.950, 1.383, -2.527], [3.277, 1.701, 0.464], [4.026, 0.278, -0.236], [1.352, -2.411, -1.151], [2.857, -1.936, -0.395], [2.082, -1.405, -3.351], [3.245, -2.601, -2.788], [3.593, -0.886, -2.615], [1.634, 1.100, -3.062], [-1.037, 2.988, 0.329], [-2.793, 3.078, 0.311], [-0.957, 4.720, -1.546], [-1.748, 5.324, -0.099], [-2.719, 4.837, -1.479], [-4.343, 2.013, -2.193], [-3.873, 0.332, -2.199], [-3.477, 2.298, -4.527], [-4.493, 0.866, -4.466], [-2.738, 0.707, -4.495], [0.875, 0.862, -5.033], [0.819, 2.058, -7.168], [-0.550, 4.104, -7.421], [-1.896, 4.918, -5.509], [-1.845, 3.734, -3.379], [-0.898, -1.873, 4.619], [-1.051, -2.997, 3.653], [-1.053, -2.898, 2.341], [-1.309, -4.128, 1.754], [-1.478, -5.151, 2.620], [-1.347, -4.574, 4.217], [-1.414, -4.164, 0.297], [-1.909, -5.155, -0.481], [-1.908, -4.656, -2.109], [-1.262, -3.145, -1.680], [-1.029, -3.029, -0.389], [-1.059, -2.069, -2.691], [-0.309, -1.077, 4.180], [-0.410, -2.214, 5.531], [-1.880, -1.477, 4.886], [-1.675, -6.189, 2.404], [-2.290, -6.118, -0.182], [-1.070, -2.468, -3.704], [-0.120, -1.547, -2.527], [-1.866, -1.336, -2.612], [1.887, -3.014, 3.502], [2.291, -2.103, 2.781], [1.707, -1.542, 1.803], [3.698, -1.543, 3.060], [4.247, -2.361, 4.212], [4.514, -1.433, 5.369], [3.563, -0.277, 5.108], [3.658, -0.104, 3.588], [4.316, -1.667, 2.175], [5.056, -2.925, 3.964], [3.439, -2.995, 4.401], [5.550, -1.107, 5.302], [4.364, -1.967, 6.303], [3.867, 0.613, 5.654], [2.547, -0.536, 5.410], [4.570, 0.429, 3.323], [2.816, 0.434, 3.157]],
  "mulliken_charge": [1.061, 0.018, 0.056, -0.708, -0.675, -0.653, 0.622, -0.155, -0.693, 0.121, 0.526, 0.436, 0.491, -1.372, -0.403, 0.389, -0.587, -1.445, -0.696, 0.607, 0.192, 0.287, -1.619, -0.620, -1.296, 0.152, -0.440, -0.896, -0.567, -0.982, -0.182, 0.413, 0.321, 0.279, 0.397, 0.372, 0.410, 0.425, 0.281, 0.434, 0.331, 0.650, 0.235, 0.216, 0.377, 0.423, 0.384, 0.645, 0.481, 0.355, 0.448, 0.279, 0.458, 0.442, 0.419, 0.443, 0.534, -0.743, 0.407, 0.446, -0.180, -0.481, -0.177, -0.505, -0.398, -0.165, 0.159, 0.682, -0.467, -0.195, 0.440, 0.355, 0.485, 0.487, 0.638, -0.419, 0.083, -0.808, 0.232, -0.349, -0.372, 0.024, -0.650, -0.610, -0.449, 0.414, 0.360, 0.391, 0.344, 0.402, 0.479, 0.170, 0.456, 0.092],
  "s_squared": 8.76,
  "e_lumo_ev": [-4.27, -5.83],
  "multiplicity": 6,
  "charge": 2
}



Version x
{
  "formula": "C35H46Cl2FeGe2N3O2S3",
  "method": "wB97M-V/def2-TZVPD",
  "elements": ["Fe", "Cl", "C", "C", "C", "C", "C", "Cl", "C", "S", "H", "H", "H", "C", "C", "Ge", "C", "C", "C", "C", "Ge", "C", "C", "C", "C", "C", "C", "C", "C", "C", "C", "H", "H", "H", "H", "H", "H", "H", "H", "H", "H", "H", "H", "H", "H", "H", "H", "H", "H", "H", "H", "H", "H", "H", "H", "H", "H", "C", "C", "N", "C", "C", "S", "C", "C", "S", "C", "N", "C", "H", "H", "H", "H", "H", "H", "H", "H", "O", "C", "O", "C", "N", "C", "C", "C", "H", "H", "H", "H", "H", "H", "H", "H", "H"],
  "positions_angstrom": [[-0.358, -0.129, 0.002], [-3.061, 0.457, 0.969], [-3.024, -0.172, 2.591], [-4.234, -0.443, 3.177], [-4.263, -0.918, 4.491], [-3.093, -1.112, 5.203], [-1.877, -0.822, 4.611], [-0.452, -1.070, 5.527], [-1.789, -0.338, 3.272], [-0.283, 0.043, 2.609], [-5.153, -0.268, 2.636], [-5.216, -1.125, 4.959], [-3.114, -1.475, 6.221], [2.154, -4.152, -1.310], [0.975, -3.385, -0.714], [1.540, -1.994, 0.590], [1.345, -2.737, 2.401], [2.001, -4.119, 2.451], [3.431, -1.688, 0.248], [3.758, -0.541, -0.351], [2.331, 0.809, -0.217], [2.350, 2.047, -1.742], [3.344, 3.194, -1.542], [2.458, 1.834, 1.466], [3.856, 1.831, 2.093], [5.099, -0.380, -0.983], [5.847, 0.792, -0.890], [7.098, 0.888, -1.480], [7.617, -0.182, -2.193], [6.877, -1.350, -2.312], [5.631, -1.445, -1.715], [1.817, -4.896, -2.036], [2.722, -4.679, -0.543], [2.853, -3.488, -1.821], [0.341, -4.062, -0.133], [0.350, -2.962, -1.499], [0.305, -2.795, 2.723], [1.857, -2.058, 3.087], [1.523, -4.827, 1.770], [1.937, -4.546, 3.453], [3.061, -4.077, 2.189], [4.201, -2.444, 0.391], [1.360, 2.456, -1.933], [2.613, 1.453, -2.621], [3.216, 3.693, -0.579], [3.200, 3.951, -2.314], [4.379, 2.861, -1.607], [1.743, 1.470, 2.202], [2.146, 2.854, 1.234], [4.310, 0.840, 2.090], [3.811, 2.172, 3.128], [4.529, 2.507, 1.567], [5.472, 1.637, -0.332], [7.669, 1.802, -1.381], [8.591, -0.104, -2.658], [7.268, -2.187, -2.875], [5.053, -2.355, -1.827], [1.365, -1.427, -3.429], [0.180, -0.531, -3.297], [0.016, 0.291, -2.293], [-1.080, 1.100, -2.484], [-1.798, 0.856, -3.609], [-1.026, -0.386, -4.501], [-1.319, 2.161, -1.502], [-2.119, 3.241, -1.685], [-2.108, 4.208, -0.282], [-1.028, 3.134, 0.476], [-0.683, 2.102, -0.267], [-0.528, 3.453, 1.845], [1.899, -1.453, -2.480], [2.042, -1.031, -4.188], [1.091, -2.441, -3.718], [-2.702, 1.332, -3.950], [-2.673, 3.516, -2.567], [0.424, 3.981, 1.781], [-0.374, 2.549, 2.429], [-1.233, 4.094, 2.371], [-1.632, -1.481, -1.084], [-1.976, -2.344, -0.235], [-1.548, -2.412, 0.930], [-2.990, -3.390, -0.700], [-3.197, -4.332, 0.466], [-2.749, -5.712, 0.034], [-2.967, -5.685, -1.468], [-2.506, -4.281, -1.856], [-3.937, -2.906, -0.928], [-4.169, -4.342, 0.765], [-2.614, -3.945, 1.226], [-3.313, -6.458, 0.586], [-1.694, -5.786, 0.295], [-4.024, -5.829, -1.700], [-2.406, -6.473, -1.966], [-2.914, -3.941, -2.804], [-1.420, -4.238, -1.922]],
  "mulliken_charge": [0.700, -0.099, 0.553, -0.707, -0.432, -0.734, 0.317, -0.131, -0.261, -0.140, 0.543, 0.446, 0.482, -1.396, 0.067, 0.492, -0.283, -1.283, -0.650, -0.110, 0.419, -0.246, -1.356, 0.063, -1.505, -0.353, 0.413, -1.161, -0.399, -0.955, -0.337, 0.436, 0.327, 0.212, 0.395, -0.187, 0.151, 0.464, 0.222, 0.440, 0.319, 0.775, 0.429, 0.377, 0.272, 0.439, 0.369, 0.249, 0.183, 0.325, 0.438, 0.324, 0.500, 0.423, 0.414, 0.433, 0.298, -0.502, -0.117, 0.819, -0.014, -0.485, -0.216, -0.640, -0.658, -0.170, -0.030, 1.249, -1.106, -0.493, 0.461, 0.452, 0.505, 0.482, 0.237, 0.033, 0.565, -0.370, 0.334, -0.347, -0.361, 0.057, -0.471, -0.738, -0.308, 0.472, 0.425, 0.192, 0.422, 0.177, 0.302, 0.399, 0.493, -0.039],
  "s_squared": 8.80,
  "e_lumo_ev": [-4.90, -7.82],
  "multiplicity": 6,
  "charge": 2
}



Quick ranking, most stable first: version w, version x.



Version w
{
  "formula": "C5H8N2S",
  "method": "wB97M-V/def2-TZVPD",
  "elements": ["C", "C", "C", "C", "N", "N", "C", "S", "H", "H", "H", "H", "H", "H", "H", "H"],
  "positions_angstrom": [[0.524, -1.596, -1.969], [0.609, -0.714, -1.186], [0.600, 0.437, -0.394], [1.914, 0.861, 0.001], [-0.114, 0.485, 0.954], [-1.371, 0.342, 0.877], [-2.153, -0.718, 0.662], [-3.757, -0.627, 0.819], [0.162, -2.466, -2.571], [-0.077, 1.261, -0.871], [2.187, 0.379, 1.094], [1.833, 2.092, 0.088], [2.885, 0.569, -0.821], [0.160, -0.104, 1.730], [-1.891, 1.377, 0.847], [-1.510, -1.576, 0.741]],
  "mulliken_charge": [0.312, -1.124, 0.679, -1.009, -0.412, -0.218, -0.130, -0.377, 0.401, 0.210, 0.237, 0.266, 0.307, 0.282, 0.280, 0.295],
  "e_lumo_ev": 0.63,
  "multiplicity": 1,
  "charge": 0
}



Version x
{
  "formula": "C5H8N2S",
  "method": "wB97M-V/def2-TZVPD",
  "elements": ["H", "N", "C", "C", "C", "C", "N", "S", "C", "H", "H", "H", "H", "H", "H", "H"],
  "positions_angstrom": [[0.535, 2.189, -0.258], [-0.474, 2.140, -0.088], [-0.829, 0.907, -0.131], [-2.207, 0.387, 0.249], [-2.152, -0.942, 0.319], [-0.822, -1.454, -0.122], [-0.076, -0.233, -0.360], [1.622, -0.240, -0.617], [2.225, -0.074, 1.085], [-3.094, 0.997, 0.456], [-2.973, -1.561, 0.539], [-0.277, -2.006, 0.608], [-0.746, -2.001, -1.037], [1.893, -0.857, 1.685], [3.343, -0.124, 1.063], [1.928, 0.901, 1.551]],
  "mulliken_charge": [0.232, -0.761, 0.620, -0.476, -0.359, -0.523, -0.130, -0.084, -0.788, 0.382, 0.438, 0.289, 0.304, 0.273, 0.319, 0.265],
  "e_lumo_ev": 0.77,
  "multiplicity": 1,
  "charge": 0
}



Version y
{
  "formula": "C5H8N2S",
  "method": "wB97M-V/def2-TZVPD",
  "elements": ["C", "C", "C", "C", "C", "H", "H", "H", "H", "H", "H", "H", "H", "N", "N", "S"],
  "positions_angstrom": [[1.074, 1.941, -0.582], [0.659, 0.674, 0.042], [1.309, -0.029, 1.302], [-0.189, -1.593, -0.590], [-0.629, -0.084, -0.421], [0.240, 1.869, -1.648], [0.750, 2.902, 0.214], [2.323, 2.255, -0.749], [1.876, 0.498, 1.986], [0.283, -0.597, 1.779], [-0.987, -2.418, -0.415], [-0.775, 0.169, -1.447], [-1.691, 0.347, 1.521], [1.771, -0.409, -0.156], [1.082, -1.698, -0.226], [-2.208, 0.267, 0.183]],
  "mulliken_charge": [-0.964, 1.046, -0.699, -0.042, -0.544, 0.222, 0.241, 0.270, 0.382, 0.210, 0.304, 0.345, 0.136, -0.299, -0.436, -0.172],
  "e_lumo_ev": 0.60,
  "multiplicity": 1,
  "charge": 0
}



Quick ranking, most stable first: version x, version w, version y.